Record 1
Density functional theory data (the ωB97M-V functional and the def2-TZVPD basis) for a structure of composition C27H45ClF3O2PPr in a non-equilibrium geometry.

For the gap between HOMO and LUMO (alpha / beta), the calculation gives 5.26 / 5.38 eV. Its spin multiplicity is 3. As for the total charge: -1. Its expectation value of S² is 2.009.

```
80
Properties=species:S:1:pos:R:3:mulliken_charge:R:1
Pr -1.13155 -0.93043 0.82892 -0.576
Cl -0.41471 -3.10928 0.95259 -0.462
P 0.40388 -0.01343 -0.47951 0.126
C -3.53231 -3.24363 1.00662 -0.940
H -3.90738 -2.65912 0.17119 0.191
H -3.49628 -4.32333 0.87253 0.236
C 0.59705 1.83115 -0.22363 0.635
C 0.10119 -0.40315 -2.27239 -0.264
C -0.54815 2.68429 -0.79514 -0.478
H 0.54678 1.91564 0.87445 0.592
C -0.41214 4.14343 -0.33880 -0.751
H -0.53254 2.62933 -1.89021 0.223
H -1.51328 2.28097 -0.48406 -0.226
C 0.94496 4.74203 -0.72487 -0.864
H -1.22829 4.73709 -0.76675 0.412
H -0.52806 4.18598 0.75454 0.358
C 2.09180 3.87115 -0.20084 -1.059
H 1.01373 4.80349 -1.82031 0.307
H 1.03664 5.76549 -0.34213 0.432
C 1.94644 2.41905 -0.67959 -0.373
H 3.05953 4.27066 -0.52788 0.415
H 2.09474 3.88818 0.89859 0.372
H 1.97970 2.40349 -1.77591 0.146
H 2.78735 1.82101 -0.32229 -0.057
C 2.08991 -0.71392 -0.05404 -0.563
C 0.86858 0.41509 -3.33276 -0.894
H 0.47821 -1.43741 -2.32129 0.826
C 0.70888 -0.25249 -4.70732 -1.003
H 0.45635 1.42698 -3.38390 0.261
H 1.92696 0.51179 -3.07928 0.427
C -0.77081 -0.34914 -5.10090 -0.713
H 1.26789 0.31540 -5.46092 0.390
H 1.14876 -1.25903 -4.67274 0.385
C -1.58726 -1.07167 -4.02196 -0.863
H -1.17016 0.66653 -5.23498 0.326
H -0.87543 -0.86082 -6.06501 0.424
C -1.39427 -0.43549 -2.63811 -0.001
H -2.65180 -1.06985 -4.28371 0.402
H -1.27453 -2.12408 -3.97123 0.362
H -1.78054 0.59296 -2.64951 0.211
H -1.96757 -0.98030 -1.88395 0.032
C 2.79558 -0.24118 1.23115 0.012
H 1.83279 -1.77204 0.09685 1.147
C 4.00622 -1.14650 1.51500 -1.013
H 3.13707 0.79530 1.11383 0.148
H 2.11650 -0.26449 2.08940 0.056
C 4.98957 -1.16338 0.33847 -0.710
H 4.50872 -0.81226 2.43095 0.439
H 3.64580 -2.16816 1.70019 0.346
C 4.28471 -1.56141 -0.96345 -1.182
H 5.42866 -0.16148 0.22340 0.318
H 5.81727 -1.85082 0.55015 0.402
C 3.07423 -0.65980 -1.23960 -0.431
H 4.98341 -1.50640 -1.80683 0.416
H 3.94669 -2.60296 -0.89543 0.384
H 3.42126 0.37051 -1.38173 0.112
H 2.57800 -0.97585 -2.15936 0.222
C -0.46613 -0.10469 2.30538 0.855
C -3.13006 -2.66949 2.14159 1.114
H 0.39809 0.57647 2.31303 0.273
C -2.59818 -3.40278 3.33513 -0.698
H -3.17340 -1.58424 2.23846 -0.655
C -2.24230 -2.46811 4.50448 -0.952
H -3.32761 -4.15219 3.67035 0.454
H -1.68372 -3.93446 3.03529 0.216
C -0.94929 -1.67070 4.28227 -0.446
H -3.07501 -1.77392 4.67775 0.323
H -2.13722 -3.06983 5.41574 0.424
C -1.14553 -0.28231 3.63205 -1.433
H -0.45470 -1.51288 5.24828 0.467
H -0.25455 -2.25963 3.66716 0.280
H -2.21789 -0.05876 3.55184 0.183
H -0.72357 0.48019 4.30827 0.423
F -4.81841 -0.42380 0.36827 -0.232
C -4.79626 0.52443 1.36838 0.889
F -5.97759 1.24410 1.31359 -0.292
F -4.73929 -0.06710 2.61195 -0.260
C -3.63308 1.44721 1.17499 0.155
O -3.87802 2.73703 1.12298 -0.747
O -2.37500 1.06175 1.01625 -0.414
```

Record 2
Density functional theory data (the ωB97M-V functional and the def2-TZVPD basis) for a cluster of 9 separate species, C27H45F3O27 in total in a non-equilibrium geometry.

For the gap between HOMO and LUMO, the calculation gives 10.60 eV. Its SMILES is O=C1OC[C@@H](F)O1.O=C1OC[C@@H](F)O1.O=C1OC[C@@H](F)O1.COC(=O)OC.COC(=O)OC.COC(=O)OC.COC(=O)OC.COC(=O)OC.COC(=O)OC.

```
102
Properties=species:S:1:pos:R:3:mulliken_charge:R:1
O -14.50691 -6.11031 13.55829 -0.519
C -14.34347 -7.03476 12.83278 0.473
O -13.73212 -8.18621 13.12080 -0.020
C -13.72413 -9.06856 12.03631 -0.293
C -14.56248 -8.31627 11.00520 0.237
F -15.79831 -8.95372 11.10669 -0.319
O -14.67314 -7.01936 11.49813 -0.370
H -12.74247 -9.41408 11.70073 0.190
H -14.18976 -10.01399 12.31168 0.276
H -14.17890 -8.40444 9.99170 0.350
O -13.46212 -9.03859 24.56410 -0.561
C -13.49806 -9.26587 23.38358 0.634
O -14.50624 -8.86180 22.62237 -0.347
C -14.58562 -9.68552 21.48188 -0.267
C -13.19137 -10.36183 21.41982 0.320
F -12.48655 -9.69810 20.45812 -0.142
O -12.68096 -10.06364 22.71448 -0.331
H -15.39709 -10.41370 21.51672 0.271
H -14.69467 -9.04710 20.60707 0.184
H -13.11267 -11.43582 21.28053 0.302
O -8.27549 -0.46102 13.12983 -0.483
C -9.27360 -0.94993 12.72446 0.530
O -9.73124 -0.70801 11.48910 -0.353
C -11.06983 -1.21924 11.33422 -0.424
C -11.11676 -2.19515 12.50024 0.307
F -10.77538 -3.50019 12.21305 -0.273
O -10.16801 -1.73999 13.39206 -0.248
H -11.86225 -0.48020 11.41800 0.278
H -11.13641 -1.76730 10.39696 0.317
H -12.12974 -2.22486 12.90771 0.279
C -11.44535 -4.66069 20.87402 -0.608
O -11.02054 -5.96392 21.22650 -0.165
C -10.57938 -6.27123 22.43428 0.520
O -10.44376 -5.51120 23.34878 -0.574
O -10.12312 -7.54349 22.33358 -0.038
C -9.66048 -8.16654 23.49351 -0.711
H -11.88029 -4.69958 19.87583 0.081
H -10.56279 -4.02205 20.93936 0.329
H -12.22497 -4.07095 21.36908 0.369
H -10.31413 -8.05422 24.35858 0.358
H -8.65160 -7.86290 23.79068 0.299
H -9.57797 -9.19558 23.13930 0.144
C -13.85434 -8.96098 16.99155 -0.188
O -13.76770 -10.18213 17.68612 -0.054
C -14.75851 -11.05212 17.44126 0.572
O -15.78639 -10.76804 16.88934 -0.555
O -14.38310 -12.24804 17.85526 -0.252
C -15.27324 -13.31053 17.59407 -0.759
H -14.10168 -9.09238 15.93264 0.266
H -12.87097 -8.49558 16.95623 -0.477
H -14.63177 -8.27060 17.32133 0.454
H -16.14125 -13.26432 18.25213 0.308
H -14.81950 -14.28671 17.76707 0.266
H -15.63776 -13.43730 16.57360 0.307
C -10.06579 -2.37089 17.36836 -0.102
O -10.39322 -1.04018 17.81378 -0.367
C -9.60647 -0.05445 17.40946 0.823
O -8.50018 -0.20656 16.96100 -0.564
O -10.17841 1.10833 17.68227 -0.353
C -9.44099 2.28981 17.45812 -0.619
H -10.24243 -2.34522 16.29056 -0.171
H -10.81849 -3.02353 17.79770 0.197
H -9.02489 -2.64913 17.50717 0.356
H -10.12812 3.11828 17.61906 0.225
H -9.12232 2.37114 16.41746 0.288
H -8.58570 2.35628 18.12898 0.287
C -10.64277 -7.57104 18.18477 -0.562
O -10.91647 -7.31687 16.81587 -0.324
C -11.58995 -6.22121 16.48080 0.613
O -12.04762 -5.39902 17.23759 -0.622
O -11.50503 -6.10290 15.16785 -0.178
C -11.87645 -4.86119 14.58656 -0.253
H -10.01306 -6.72013 18.44607 0.494
H -10.29771 -8.59776 18.25681 -0.202
H -11.55934 -7.55728 18.78274 0.494
H -12.84482 -4.58740 15.01713 0.489
H -11.96065 -4.94104 13.51410 0.263
H -11.32514 -3.98131 14.92667 -0.262
C -9.22442 -12.30774 17.22268 -0.585
O -8.35104 -11.20801 17.02162 -0.320
C -8.06454 -10.31488 17.99820 0.828
O -7.58580 -9.25341 17.78016 -0.514
O -8.55891 -10.70370 19.20146 -0.361
C -8.58517 -9.78605 20.30734 -0.441
H -8.91246 -12.94436 18.05427 0.336
H -9.27695 -12.89762 16.31369 0.264
H -10.21871 -12.00544 17.56232 0.184
H -9.19606 -8.91266 20.09249 0.173
H -7.59549 -9.44311 20.60769 0.362
H -9.00845 -10.30456 21.16324 0.151
C -10.45282 -9.76137 14.82918 -0.794
O -10.86658 -8.87381 13.77828 -0.117
C -9.92333 -8.34264 13.03123 0.733
O -8.74365 -8.54711 13.10158 -0.606
O -10.47117 -7.36088 12.26872 -0.157
C -9.62834 -6.74720 11.27915 -0.579
H -9.47245 -9.50738 15.22337 0.462
H -10.43242 -10.76970 14.41407 0.538
H -11.18036 -9.77321 15.63653 -0.078
H -9.79661 -5.71323 11.58354 0.032
H -9.87134 -6.86748 10.22438 0.257
H -8.59059 -7.03282 11.44041 0.385
```

no.,energy (eV)
1,-76851.7342
2,-92162.1975